ORCA calculation (ωB97M-V/def2-TZVPD) on a molecular structure, C13H19BrIIrN3O6S2 in a non-equilibrium geometry.

Total charge: +2
Energy relative to the best compared isomer or geometry (same formula, charge and spin), kcal per mole: 14.0
Gap between HOMO and LUMO (spin up / spin down), eV: 6.446 / 4.984
Multiplicity: 2
E_tot, Ha: -4894.36940
Highest occupied orbital energy (spin up / spin down), eV: -13.54 / -13.54

The geometry in XYZ format:
```
46
Properties=species:S:1:pos:R:3:lowdin_spin:R:1
H -2.98 6.16 4.69 0.000
S 1.04 0.86 -0.93 0.587
C 0.14 -1.91 3.07 0.000
H -3.80 -2.40 -2.07 0.000
H -3.69 0.55 -2.09 0.000
H -0.77 5.05 4.60 0.000
O 1.43 2.71 1.19 0.023
C 1.36 -2.51 2.38 0.000
H -4.76 -2.20 0.11 0.000
H -1.27 0.34 -2.16 0.001
C -3.23 -0.41 -2.35 0.000
Br -5.17 3.30 1.33 0.000
N -4.12 -1.47 -1.77 0.000
C -2.71 -1.52 0.25 0.000
H -2.74 -1.43 1.34 0.000
O -1.11 1.32 1.73 0.014
C -4.13 -1.41 -0.27 0.000
C -1.83 -0.51 -1.77 0.000
C -2.82 5.32 4.02 0.000
H 0.67 -2.68 4.88 0.000
O 1.87 0.29 1.52 0.001
H -4.82 5.36 3.25 0.000
H -5.07 -1.37 -2.13 0.000
H -2.36 0.49 -0.06 0.000
H 2.23 -1.88 2.54 0.000
I 1.03 -2.51 0.28 0.045
C -1.58 4.70 3.97 0.000
S 2.21 1.59 0.78 0.008
O -2.72 1.90 0.30 0.004
Ir -0.10 -0.05 0.73 0.310
C -1.39 3.63 3.11 0.000
C -2.42 3.19 2.28 0.000
H -2.27 -2.50 0.02 0.000
C -3.85 4.88 3.21 0.000
O -0.72 -1.26 2.43 0.008
C -3.66 3.83 2.34 0.000
O 3.58 1.77 0.50 -0.002
C -2.12 2.08 1.35 0.002
N 0.02 -2.12 4.36 0.000
N -1.87 -0.44 -0.30 -0.003
H -3.23 -0.52 -3.44 0.000
H -1.32 -1.42 -2.10 0.000
H -4.56 -0.44 0.00 0.000
H -0.42 3.16 3.04 0.000
H 1.55 -3.53 2.69 0.000
H -0.74 -1.68 4.86 0.000
```